{
  "formula": "C47H48BrInN7O5P",
  "method": "ωB97M-V/def2-TZVPD",
  "species": ["In", "Br", "P", "O", "O", "O", "O", "O", "N", "N", "N", "N", "N", "N", "N", "C", "C", "C", "C", "C", "C", "C", "C", "C", "C", "C", "C", "C", "C", "C", "C", "C", "C", "C", "C", "C", "C", "C", "C", "C", "C", "C", "C", "C", "C", "C", "C", "C", "C", "C", "C", "C", "C", "C", "C", "C", "C", "C", "C", "C", "C", "C", "H", "H", "H", "H", "H", "H", "H", "H", "H", "H", "H", "H", "H", "H", "H", "H", "H", "H", "H", "H", "H", "H", "H", "H", "H", "H", "H", "H", "H", "H", "H", "H", "H", "H", "H", "H", "H", "H", "H", "H", "H", "H", "H", "H", "H", "H", "H", "H"],
  "coordinates": [[-20.42245, 12.27343, -7.59844], [-16.57930, 8.07882, -9.41305], [-20.23631, 14.76193, -8.54595], [-19.36929, 12.14405, -5.51186], [-26.71281, 1.92213, -12.57625], [-20.82714, 10.31822, -6.85542], [-22.64836, 12.67053, -7.29609], [-21.60228, 13.34005, -5.05367], [-19.61282, 10.65762, -3.85683], [-18.37067, 11.46567, -8.04214], [-21.51001, 11.20457, -9.40803], [-18.69171, 15.26917, -6.09715], [-24.18334, 7.20950, -10.08423], [-24.46695, 6.06158, -9.64109], [-24.75146, 12.81119, -6.70197], [-26.29196, 3.06960, -11.94166], [-17.27568, 13.90084, -11.20624], [-16.48189, 15.77015, -9.88451], [-22.83967, 9.21947, -9.70920], [-20.24113, 16.29105, -7.55280], [-26.34141, 4.40341, -12.40924], [-23.35289, 8.03782, -9.18400], [-16.87765, 9.78229, -8.67268], [-18.19849, 10.20218, -8.50218], [-23.89473, 14.92628, -10.36525], [-23.14067, 9.69002, -10.98126], [-15.82489, 10.57742, -8.39290], [-19.86682, 18.71041, -6.31166], [-21.20302, 14.89624, -11.22153], [-20.04122, 11.67326, -4.58375], [-21.64736, 9.61450, -7.62619], [-25.69087, 2.81500, -10.70100], [-16.06629, 11.83864, -7.84829], [-22.26957, 14.72300, -12.15812], [-22.87107, 15.11162, -9.43959], [-21.86729, 11.63187, -10.59623], [-21.96132, 10.01833, -8.97776], [-17.70585, 15.81796, -9.19424], [-25.86871, 12.98826, -5.78528], [-20.85688, 17.45365, -7.99934], [-25.06548, 11.85355, -7.80422], [-22.94770, 13.75245, -5.17173], [-17.34832, 12.28312, -7.69148], [-22.05144, 8.38329, -7.24442], [-21.50927, 14.88085, -9.83595], [-20.49276, 9.96910, -2.87928], [-23.46285, 13.07082, -6.45778], [-19.37756, 16.39315, -6.51305], [-27.39674, 2.07161, -13.78827], [-20.73305, 18.69452, -7.35999], [-18.39918, 13.85928, -10.39576], [-25.17654, 5.18447, -10.44679], [-21.41119, 12.21829, -4.22488], [-16.22777, 14.81609, -10.87883], [-19.14011, 17.58742, -5.90178], [-22.84389, 7.58104, -8.01571], [-25.74540, 5.43627, -11.69822], [-25.22003, 3.88029, -9.96437], [-22.74759, 10.90931, -11.41617], [-18.34230, 9.98031, -4.13988], [-23.56767, 14.72137, -11.75835], [-18.61257, 14.79543, -9.36676], [-24.93706, 10.81476, -7.48301], [-28.45269, 2.50943, -13.66434], [-21.35327, 19.54263, -7.73307], [-25.72770, 6.44349, -12.13803], [-24.43088, 11.99582, -8.67284], [-25.60923, 1.76232, -10.35010], [-19.31523, 14.47694, -5.95016], [-24.89171, 15.16503, -10.12057], [-18.47371, 17.66938, -5.02909], [-23.53510, 13.53704, -4.29707], [-19.88316, 9.13402, -2.48494], [-21.45385, 12.54395, -3.14895], [-14.78896, 10.29866, -8.46681], [-23.72816, 9.05357, -11.60889], [-26.63419, 13.59805, -6.23585], [-21.58846, 12.62548, -10.89169], [-17.05764, 13.21412, -11.97136], [-25.50161, 13.49869, -4.94751], [-15.23792, 14.80566, -11.33915], [-15.68838, 16.54251, -9.67976], [-19.72625, 19.62816, -5.74175], [-24.80250, 3.69986, -8.94748], [-17.86080, 16.61933, -8.42692], [-23.04059, 15.39338, -8.40786], [-26.83412, 2.70458, -14.54686], [-27.52647, 1.10081, -14.12948], [-19.10272, 13.04536, -10.57886], [-17.56332, 10.70749, -4.26059], [-26.08899, 11.92033, -8.19645], [-22.17180, 11.42535, -4.37517], [-22.91885, 11.39846, -12.34720], [-18.12256, 9.38470, -3.20936], [-15.20403, 12.39668, -7.57348], [-21.41415, 17.32285, -8.89078], [-20.73655, 10.67090, -2.09211], [-22.13286, 14.62704, -13.17826], [-23.16619, 6.58762, -7.76061], [-20.21062, 15.07716, -11.48543], [-24.35585, 14.59067, -12.45281], [-21.76930, 7.97245, -6.24749], [-26.76205, 4.54020, -13.42575], [-18.16769, 15.41003, -5.23588], [-26.24888, 12.03937, -5.40413], [-23.04636, 14.83604, -5.22648], [-19.11361, 9.62481, -8.64983], [-18.48445, 9.30434, -5.00079], [-17.61531, 13.26287, -7.28781], [-21.47146, 9.67571, -3.26637]],
  "atomic_forces_ev_per_a": [[-0.529, -0.669, 0.130], [-0.034, -0.205, 0.025], [0.577, 0.082, 0.004], [0.204, 0.870, -0.670], [0.356, 1.723, 0.633], [-0.327, 0.980, -0.304], [0.930, 0.154, -0.186], [-0.295, 0.709, 0.137], [-0.531, -0.614, 0.342], [-0.318, 0.020, -0.074], [0.987, 0.894, 0.096], [0.381, -1.288, 0.764], [-0.019, -0.501, 0.533], [0.947, 2.137, 0.486], [-0.709, -1.072, -0.627], [0.452, -0.605, 0.537], [1.582, 1.466, 1.687], [0.811, 0.693, -0.237], [0.065, 0.797, -0.494], [-0.993, 0.140, -1.564], [-0.286, -0.949, -1.164], [-0.588, -2.173, -1.447], [-1.436, -1.733, -1.005], [0.650, 1.924, 0.785], [1.901, 0.773, -1.380], [-1.051, -0.319, -1.264], [0.598, 1.556, 1.069], [1.061, 0.867, 1.550], [-2.595, -0.474, 1.251], [-0.259, -0.908, 0.763], [1.244, 0.630, -0.627], [-0.245, -0.391, 0.077], [0.318, -0.450, -0.266], [1.046, 0.615, 2.019], [0.698, -1.331, -0.756], [-0.773, 0.124, 0.298], [-0.362, -0.504, 2.043], [1.015, 0.743, 0.892], [0.500, -0.165, -0.172], [-0.271, -0.017, -0.057], [0.058, -0.039, -0.499], [-0.073, -0.193, -0.749], [-0.631, -0.656, -0.324], [0.367, -1.297, 2.538], [-0.856, 1.408, -1.041], [0.602, 0.496, 0.085], [-1.094, -0.470, 0.115], [1.175, -0.779, 1.615], [-1.068, 2.597, -0.617], [-1.200, -0.843, -1.616], [0.220, -0.485, -0.291], [-0.426, -0.364, -0.794], [-0.091, 0.285, 0.626], [-1.298, 0.128, 0.648], [-0.400, 1.700, 0.621], [-1.393, -0.698, -0.582], [-0.210, 0.415, -0.420], [0.670, -0.779, 1.348], [1.528, 0.714, 0.606], [-0.627, -0.868, 0.986], [-0.416, -0.085, 3.035], [-0.741, -0.064, -1.062], [0.143, 0.158, 0.262], [1.509, -0.354, 0.049], [0.892, -0.654, 0.551], [0.012, -0.521, 0.317], [0.272, 0.214, 0.142], [-0.174, 1.024, -0.225], [0.215, 0.001, 0.117], [-1.057, -0.073, 0.427], [-0.303, -0.127, -0.578], [-0.236, -0.649, 0.414], [-0.943, 0.414, -0.111], [0.125, -0.417, -0.794], [0.046, -0.504, -0.347], [-0.421, -0.204, -0.252], [-0.378, -0.042, -0.206], [0.392, 0.026, -0.012], [-0.255, -0.955, -0.844], [0.287, 0.938, 1.317], [-0.509, -0.110, -0.169], [-1.027, -0.906, -0.104], [0.019, -0.117, -0.163], [-0.254, 0.152, -0.948], [0.112, -0.849, -0.942], [-0.352, -0.209, 0.034], [-0.559, -0.848, 0.875], [-0.137, -1.715, -0.951], [-0.071, 0.226, 0.101], [0.378, 0.218, -0.409], [0.115, 0.495, 0.666], [0.257, 0.358, -0.121], [-0.610, -0.366, -0.736], [0.059, 0.521, -1.199], [0.297, 0.718, 0.244], [-0.795, 0.392, -0.704], [0.197, 0.009, 0.541], [0.904, 0.000, -1.904], [0.129, -0.237, 0.538], [1.374, -0.231, -0.814], [-0.614, -0.062, -0.607], [0.045, 0.647, -0.804], [0.261, 0.328, 0.912], [-0.069, -0.004, -0.299], [-0.100, -0.075, -0.418], [0.496, 0.157, -0.437], [0.557, -0.029, -0.167], [0.373, 0.346, 0.263], [0.198, -0.292, -0.142], [0.398, -0.440, -0.419]],
  "mulliken_charge": [2.702, -0.147, 1.943, -0.569, -0.390, -0.508, -0.229, -0.027, 0.045, 0.433, 0.311, -0.158, 0.140, -0.320, 0.062, 0.863, -1.188, -0.599, 1.173, 0.504, -0.731, -0.406, -0.526, -0.158, -0.990, -0.992, -0.228, -0.477, -0.983, 0.418, -0.444, -0.640, -1.047, -0.749, -0.721, 0.091, 0.145, -0.336, -1.223, -0.963, -0.902, -1.633, 0.012, -0.877, 0.860, -0.917, 0.521, 0.135, -0.747, -1.077, -0.412, -0.012, -1.014, -0.805, -0.819, -0.470, -0.289, -0.040, -1.499, -0.925, -0.743, 0.766, 0.399, 0.304, 0.422, 0.357, -0.048, 0.365, -0.264, 0.572, 0.414, 0.651, 0.312, 0.571, 0.509, 0.609, 0.338, 0.316, 0.552, 0.505, 0.426, 0.377, 0.395, 0.340, 0.255, 0.583, 0.285, 0.273, 0.416, 0.236, 0.470, 0.538, 0.637, 0.424, 0.626, 0.577, 0.391, 0.555, 0.582, 0.852, 0.525, 0.366, 0.238, 0.346, 0.356, 0.442, 0.415, 0.275, 0.385, 0.342],
  "relative_energy_kj_mol": 8.7,
  "lumo_energy_ev": -4.587,
  "spin_multiplicity": 1,
  "total_charge": 2
}


{
  "formula": "C22H41BrNOP3Zr",
  "method": "ωB97M-V/def2-TZVPD",
  "species": ["Zr", "Br", "P", "P", "P", "O", "N", "C", "C", "C", "C", "C", "C", "C", "C", "C", "C", "C", "C", "C", "C", "C", "C", "C", "C", "C", "C", "C", "C", "H", "H", "H", "H", "H", "H", "H", "H", "H", "H", "H", "H", "H", "H", "H", "H", "H", "H", "H", "H", "H", "H", "H", "H", "H", "H", "H", "H", "H", "H", "H", "H", "H", "H", "H", "H", "H", "H", "H", "H", "H"],
  "coordinates": [[-0.31626, 0.34103, -0.28512], [-3.35481, 2.32416, 4.69728], [1.24054, -0.62358, 1.83761], [-2.04927, -1.65276, 0.26148], [1.25321, -1.42772, -1.63138], [-0.71607, 1.27951, -1.94584], [-1.20413, 1.87981, 1.18465], [-0.89168, 5.13053, -6.99699], [0.66115, -0.30634, 3.53500], [-1.65518, 4.21513, 1.37533], [-1.71151, -3.12356, 1.30600], [2.85559, 0.23150, 1.88280], [-2.00384, 4.38329, -7.06861], [-1.87204, 1.64916, 2.34444], [-1.08057, 3.13870, 0.72436], [0.85727, 3.49754, -4.27667], [-3.63848, -1.12119, 1.00194], [0.77559, -1.34987, -3.39035], [-1.02663, 2.40459, -5.33634], [-2.45587, 2.70503, 3.04251], [0.18045, 3.10871, -5.43446], [-2.36922, 3.99659, 2.55574], [1.74907, -2.37110, 2.05429], [-1.40836, 1.82937, -4.13414], [-0.55658, 2.02842, -3.02215], [-2.61542, -2.46525, -1.28140], [0.51965, 2.92106, -3.06477], [2.98778, -0.82186, -1.68183], [1.49017, -3.22425, -1.38041], [3.49171, -0.07499, 1.04355], [0.38639, 0.74645, 3.66442], [1.56993, -2.96180, 1.15386], [-1.54773, 5.20943, 0.95602], [0.58170, -3.67813, -0.96610], [2.33405, -3.40804, -0.70666], [-1.42604, -2.81042, 2.32068], [1.10086, 3.03162, -2.15318], [-0.31633, -1.45862, -3.48524], [-4.40496, -1.89899, 0.84696], [-1.99564, 3.46324, -7.67208], [1.06055, -0.37810, -3.81943], [-0.80193, 6.04817, -6.41207], [3.42751, -1.10969, -2.64554], [-0.88901, -3.72462, 0.89354], [-2.83658, 4.79919, 3.09938], [1.17840, -2.81925, 2.87174], [-2.97804, 4.70131, -6.68272], [-3.45348, -3.14606, -1.05400], [-0.03014, 4.91295, -7.65365], [-0.22292, -0.91913, 3.75406], [-2.29714, 1.18419, -4.05322], [-1.79373, -3.03156, -1.74996], [2.68568, 1.31118, 1.79333], [1.23296, 1.35782, -0.50094], [-2.61913, -3.74606, 1.36674], [-0.49574, 3.26916, -0.18700], [2.81798, -2.41037, 2.29113], [-1.71086, 2.36980, -6.17811], [1.27937, -2.16759, -3.93280], [1.65857, 4.23922, -4.32080], [1.70052, -3.67814, -2.35459], [-2.95155, -1.69807, -1.99619], [3.34445, 0.00132, 2.83918], [-3.51642, -0.92599, 2.07706], [2.99018, 0.26925, -1.58471], [0.57502, 3.44998, -6.40620], [1.46631, -0.57044, 4.23520], [-1.92118, 0.61815, 2.70207], [3.57080, -1.24991, -0.85568], [-3.96232, -0.18187, 0.53316]],
  "atomic_forces_ev_per_a": [[0.343, 0.453, 2.431], [0.504, 0.212, -0.991], [0.984, -0.032, 0.734], [-1.193, -2.194, 0.613], [1.239, -0.375, -0.388], [-0.648, 2.328, -3.800], [0.051, -0.812, 0.163], [2.538, 1.122, 0.288], [-0.587, 0.340, 0.031], [-0.040, -0.001, -0.024], [0.537, 0.064, 0.157], [-0.118, 0.328, -0.294], [-1.736, -1.323, -0.555], [0.055, 0.506, -0.276], [-0.220, 0.361, 0.146], [0.961, 0.507, 2.718], [0.023, 0.715, -0.039], [-0.466, 0.099, -0.204], [-2.790, -1.746, 1.347], [-0.374, -1.094, 1.014], [0.133, 2.150, -1.725], [0.355, -0.032, -0.471], [-0.236, -0.306, -0.532], [-0.416, 0.232, -1.777], [-1.351, -3.183, 1.771], [0.194, 0.293, -0.449], [2.093, 1.784, -1.339], [-0.166, 0.208, 0.024], [-0.454, -0.076, 0.201], [-0.129, 0.044, 0.281], [0.173, -0.164, 0.119], [0.078, 0.003, 0.244], [-0.018, -0.066, 0.147], [0.272, -0.077, -0.119], [-0.214, 0.027, -0.189], [-0.132, -0.122, -0.244], [0.032, 0.289, -0.148], [0.325, -0.123, -0.146], [0.361, 0.277, 0.062], [-0.135, 0.598, 0.053], [0.028, -0.286, 0.070], [-0.244, -0.202, -0.107], [0.030, -0.042, 0.298], [-0.263, 0.133, 0.116], [-0.056, 0.260, 0.036], [0.115, 0.038, -0.095], [0.365, -0.061, 0.132], [0.358, 0.272, -0.091], [-0.526, 0.166, 0.205], [0.199, 0.085, 0.052], [0.492, 0.485, -0.011], [-0.315, 0.123, 0.197], [0.150, -0.183, 0.127], [0.228, -0.445, 0.346], [0.289, 0.283, -0.085], [-0.140, 0.058, 0.270], [-0.219, 0.032, 0.031], [0.491, -0.768, 0.114], [-0.217, 0.446, 0.081], [-0.048, -0.424, -0.087], [0.022, 0.024, 0.218], [-0.056, -0.321, 0.120], [-0.054, 0.066, -0.308], [-0.074, -0.173, -0.288], [0.122, -0.245, -0.071], [0.076, -0.864, 0.373], [-0.239, 0.066, -0.200], [-0.022, 0.436, -0.094], [-0.138, 0.069, -0.300], [-0.177, -0.242, 0.118]],
  "nbo_charge": [1.893, 0.210, 0.779, 0.713, 0.795, -0.766, -0.636, -0.229, -0.926, -0.200, -0.906, -0.915, -0.161, 0.025, 0.048, -0.189, -0.912, -0.929, -0.129, -0.091, 0.094, -0.108, -0.932, -0.275, 0.631, -0.913, -0.166, -0.915, -0.922, 0.250, 0.250, 0.235, 0.268, 0.247, 0.274, 0.253, 0.290, 0.242, 0.286, 0.226, 0.230, 0.259, 0.270, 0.254, 0.283, 0.270, 0.266, 0.288, 0.248, 0.245, 0.289, 0.252, 0.255, -0.438, 0.283, 0.204, 0.280, 0.271, 0.284, 0.298, 0.278, 0.240, 0.271, 0.261, 0.252, 0.290, 0.283, 0.234, 0.265, 0.248],
  "lumo_energy_ev": [-16.651, -16.652],
  "spin_multiplicity": 1,
  "total_charge": 4
}


Listing energy for the structures above in their given order: -5684.31005 -4636.41805 a.u..